DFT (ωB97M-V/def2-TZVPD) results for 4 unconnected molecules or ions with the total composition C3H13NO3 in a non-equilibrium geometry.

Values from the calculation:
molecular weight: 111.1 Da
HOMO-LUMO gap: 0.1690 hartree
LUMO energy: -4.78 eV
HOMO energy: -9.374 eV

CARTESIAN COORDINATES (ANGSTROEM)
C  1.24  -1.26  -0.38
C  0.38  -0.47  0.58
C  -0.22  0.76  -0.01
N  0.63  1.50  -0.82
H  2.09  -0.62  -0.63
H  1.61  -2.18  0.05
H  0.67  -1.43  -1.30
H  -0.40  -1.13  0.96
H  -0.63  1.40  0.79
H  0.29  2.46  -0.79
H  1.65  1.57  -0.48
H  -2.45  -0.85  0.50
H  -2.31  -1.73  -1.56
O  -1.74  -1.42  -0.86
H  -1.15  0.40  -0.65
H  0.99  -0.18  1.46
O  2.91  1.15  0.25
H  -3.69  -0.21  1.14
H  3.80  1.50  0.41
O  -2.74  -0.11  1.12